120
Properties=species:S:1:pos:R:3:lowdin_spin:R:1 method="wB97M-V/def2-TZVPD" multiplicity=7 orbital_gap_ev="6.480 / 3.636" total_energy_ha=-5169.52236
H -23.7178 12.4962 26.7123 0.000
C -19.8619 13.6906 22.9087 0.000
C -24.6558 6.6051 22.6717 0.000
S -22.4610 10.3595 15.0015 -0.030
C -19.8562 5.2919 26.0102 0.000
H -25.9587 8.3216 22.8737 0.000
H -23.8838 6.2316 20.8154 0.000
Ag -20.1348 6.8802 20.2544 0.000
H -27.3631 10.4501 21.2008 0.000
H -25.9003 15.4787 14.8397 0.000
H -24.5383 13.7830 15.6738 0.000
H -25.9200 12.9744 23.7982 0.000
H -20.9320 13.7801 21.1271 0.000
C -24.9430 4.1601 24.8280 0.000
C -18.5762 14.2093 22.3983 0.000
H -23.1793 10.8316 26.5318 0.000
H -25.8432 13.3656 22.0179 0.000
O -21.2332 9.9603 14.2907 0.497
H -19.4771 6.0519 26.6933 0.000
H -19.1840 11.5600 23.6050 0.000
O -22.3961 11.7348 15.4502 0.020
C -24.0109 11.5117 26.3476 0.000
H -21.3641 12.4775 22.0674 0.000
C -19.7786 6.8638 24.2141 0.000
N -24.5536 11.5400 17.4266 0.001
Cr -22.3323 11.5123 17.4491 3.838
H -18.9334 12.9257 24.6591 0.000
O -20.9524 10.6222 20.7302 0.003
C -16.6054 13.6725 21.2877 0.000
C -19.6160 12.5107 23.9175 0.000
H -19.8282 8.5142 22.8762 0.000
H -25.2494 12.2117 19.7675 0.000
O -20.5487 5.9452 24.9346 0.000
H -25.4077 3.5265 25.5834 0.000
O -23.8206 4.3450 19.4281 0.235
H -27.4755 7.8608 17.9160 0.000
H -18.7401 15.0777 21.7601 0.000
C -25.6873 15.9821 15.7827 0.000
C -25.2993 13.2894 22.9594 0.000
C -25.0620 12.8803 17.7142 0.008
C -25.6612 5.4179 22.8578 0.000
S -22.4345 4.5286 19.0937 -0.046
O -17.9305 13.2294 21.6397 0.000
H -21.8606 6.5712 22.7093 0.000
C -21.4232 8.6507 24.0810 0.000
N -25.8678 8.8741 19.6597 0.000
H -25.0078 11.0892 16.6452 0.001
N -24.7576 11.1577 22.1502 0.000
H -25.3482 4.5922 22.2186 0.000
H -16.6875 14.3613 20.4469 0.000
H -24.2100 8.5363 23.3351 0.000
C -24.1644 12.3744 22.7195 0.000
H -28.2346 8.9642 21.3603 0.000
H -17.9668 14.5069 23.2516 0.000
C -24.5680 14.0686 16.7253 0.006
H -24.8431 11.2466 26.9997 0.000
H -15.9710 14.2194 21.9852 0.000
Ag -19.1593 11.6178 20.8076 0.001
H -22.2732 8.1205 24.5104 0.000
O -21.6086 3.3939 19.5785 0.331
H -20.9431 8.9239 25.0206 0.000
C -27.2572 9.2567 19.3860 0.000
O -25.4247 15.1774 16.9250 0.002
N -20.6117 13.0942 21.7958 0.000
N -24.4978 6.8942 21.2671 0.000
H -31.2385 10.7083 21.1624 0.000
H -25.1189 10.6407 22.9391 0.000
H -25.4189 13.9276 19.5092 0.000
H -26.5679 5.8041 22.3921 0.000
O -22.9109 9.1532 21.1360 -0.001
C -23.4693 12.0776 24.0646 0.000
O -25.9803 4.9385 24.1804 0.000
H -25.3187 7.7376 24.3926 0.000
H -25.7629 8.0062 20.1655 0.000
C -28.0039 8.0970 18.8396 0.000
H -23.8080 13.3212 19.4437 0.004
C -30.3267 10.1370 21.3365 0.000
H -23.5265 14.2400 16.9975 0.006
H -30.5783 9.1003 21.5602 0.000
O -23.6387 10.1621 14.1831 0.370
H -26.1420 12.8418 17.5720 0.000
C -25.0785 7.8776 23.3387 0.000
C -24.8388 13.0543 19.2111 0.007
C -28.0122 9.7652 20.6552 0.000
H -25.4599 9.6235 20.2003 0.000
H -24.5322 3.4238 24.1372 0.000
H -20.5426 4.6577 26.5713 0.000
O -22.3277 4.6902 17.6223 0.494
H -24.9683 16.7736 15.5713 0.000
H -20.5771 12.3805 24.4148 0.000
O -22.6456 10.4433 19.1063 0.040
H -21.9130 8.0423 21.9404 0.000
H -22.7125 11.3077 23.9147 0.000
H -24.0546 10.5487 21.7564 0.000
H -27.9364 7.1886 19.4382 0.000
H -24.1011 4.7129 25.2448 0.000
H -21.8201 9.5128 23.5451 0.000
H -19.0681 6.3074 23.6028 0.000
H -29.8718 10.5457 22.2387 0.000
H -19.0796 7.4268 24.8326 0.000
H -16.1518 12.7733 20.8708 0.000
H -23.0118 12.9383 24.5525 0.000
H -23.5124 12.9457 22.0588 0.000
O -29.2712 10.3408 20.3193 0.000
H -27.3966 10.0729 18.6771 0.000
S -21.9725 9.7137 20.1700 0.007
H -20.4552 14.5178 23.2984 0.000
H -24.9409 10.9098 18.1142 0.001
H -23.9162 7.7172 21.1993 0.000
O -21.2069 8.6623 19.5635 0.001
H -26.5868 16.5549 16.0083 0.000
H -29.0097 8.2954 18.4692 0.000
O -24.4197 11.5134 24.9817 0.000
O -22.5623 9.6921 16.2713 0.217
N -21.3456 7.2324 22.1456 0.000
C -20.5485 7.7821 23.2412 0.000
O -21.8767 5.7536 19.6388 -0.013
H -19.1364 4.6598 25.4901 0.000
H -23.7159 6.3217 23.1454 0.000
H -25.0674 14.2835 23.3416 0.000